--- i ---
ORCA calculation (ωB97M-V/def2-TZVPD) on 2 unconnected molecules or ions with the total composition C6H13O2.

The geometry in ORCA input format:
```
! wB97M-V def2-TZVPD RIJCOSX def2/J DEFGRID3
* xyz 0 2
C -1.97 -0.65 -0.83
O -3.03 -0.22 -0.08
C -0.71 -1.27 -0.20
C 0.11 -0.22 0.63
C 1.64 -0.73 0.63
C 3.40 0.59 -0.19
C 2.62 0.44 0.87
H -1.78 0.28 -1.40
H -2.41 -1.29 -1.66
H -1.23 -1.99 0.53
H -0.10 -1.90 -0.85
H 0.05 0.97 0.44
H -0.17 -0.09 1.71
H 1.84 -1.51 1.29
H 1.81 -1.10 -0.46
H 3.35 -0.13 -1.01
H 3.87 1.53 -0.30
H 2.60 0.94 1.87
H -2.81 1.48 -0.43
H -3.86 2.51 0.07
O -3.24 2.38 -0.64
*
```

The calculation puts the HOMO energy (spin up / spin down) at -9.71 / -9.71 eV. The LUMO energy (spin up / spin down) is 0.963 / -1.973 eV. The calculation puts the molar mass at 117.17 g/mol. As for the HOMO-LUMO gap (spin up / spin down): 10.68 / 7.74 eV.

=====

--- ii ---
ORCA calculation (ωB97M-V/def2-TZVPD) on 2 unconnected molecules or ions with the total composition C6H13O2.

The geometry in ORCA input format:
```
! wB97M-V def2-TZVPD RIJCOSX def2/J DEFGRID3
* xyz 0 2
C 1.69 -0.56 0.10
O 1.05 -1.73 0.30
C 1.65 0.50 1.32
C 0.47 1.41 0.95
C -0.77 0.59 0.76
C -1.72 2.07 -1.04
C -1.57 0.86 -0.53
H 1.27 -0.01 -0.83
H 2.78 -0.89 -0.09
H 1.44 -0.12 2.21
H 2.70 0.88 1.33
H 0.30 2.22 1.69
H 0.74 1.85 0.02
H -0.62 -0.53 0.77
H -1.44 0.70 1.61
H -1.83 2.85 -0.35
H -1.86 2.15 -2.16
H -1.78 -0.06 -1.29
H -0.08 -2.30 -0.84
H -1.31 -3.18 -1.36
O -0.86 -2.39 -1.55
*
```

The calculation puts the HOMO energy (spin up / spin down) at -9.25 / -9.26 eV. The LUMO energy (spin up / spin down) is 0.965 / -2.099 eV. The calculation puts the molar mass at 117.17 g/mol. As for the HOMO-LUMO gap (spin up / spin down): 10.22 / 7.16 eV.

=====

Relative energy table, unit kJ/mol: i 44.3; ii 0.0

=====

--- i ---
ORCA calculation (ωB97M-V/def2-TZVPD) on a single C22H28N2O3 molecule.

The geometry in ORCA input format:
```
! wB97M-V def2-TZVPD RIJCOSX def2/J DEFGRID3
* xyz 0 1
C -0.80 -1.99 1.83
C -2.11 -2.19 1.11
C -2.00 -2.21 -0.35
C -3.33 -2.53 -0.96
C -3.31 -2.28 -2.45
O -4.39 -2.87 -0.42
O -3.10 -2.28 1.86
H 0.07 -2.00 1.19
H -0.79 -1.02 2.34
H -0.64 -2.77 2.58
H -1.01 -2.73 -0.75
H -2.70 -3.09 -2.95
H -4.32 -2.28 -2.92
H -2.89 -1.26 -2.56
C 3.13 0.80 -0.61
N 2.57 1.50 0.54
C 1.27 1.53 0.92
C 0.20 0.89 0.08
C 0.34 -0.48 -0.37
C -0.66 -1.15 -1.16
C 0.03 -1.69 -2.44
C -0.33 -1.29 -3.72
C 0.23 -1.91 -4.83
C 1.22 -2.87 -4.69
C 1.59 -3.25 -3.41
C 1.02 -2.65 -2.29
O -0.84 1.55 -0.23
N 1.21 2.37 2.00
C -0.02 2.86 2.69
C 0.37 3.64 3.95
C -0.89 1.66 3.06
C -0.77 3.77 1.74
C 2.49 2.75 2.35
C 3.34 2.19 1.45
H 4.00 1.38 -0.96
H 3.50 -0.20 -0.33
H 2.40 0.73 -1.42
H 1.30 -0.96 -0.15
H -1.55 -0.53 -1.37
H -1.06 -0.48 -3.82
H -0.15 -1.66 -5.82
H 1.62 -3.39 -5.56
H 2.29 -4.05 -3.29
H 1.32 -2.93 -1.28
H 0.93 4.56 3.69
H -0.57 3.95 4.44
H 0.94 3.02 4.66
H -1.34 1.22 2.16
H -0.31 0.91 3.60
H -1.69 2.02 3.71
H -1.10 3.23 0.84
H -1.65 4.16 2.27
H -0.14 4.63 1.46
H 2.67 3.40 3.19
H 4.41 2.27 1.37
*
```

The calculation puts the HOMO energy at -6.99 eV. The LUMO energy is 0.077 eV. The calculation puts the molar mass at 368.48 g/mol. As for the HOMO-LUMO gap: 7.07 eV.

=====

--- ii ---
ORCA calculation (ωB97M-V/def2-TZVPD) on a single C22H28N2O3 molecule.

The geometry in ORCA input format:
```
! wB97M-V def2-TZVPD RIJCOSX def2/J DEFGRID3
* xyz 0 1
O -1.35 -3.21 -1.59
C -0.44 -2.72 -0.96
C 0.80 -2.16 -1.66
N 1.39 -1.05 -0.96
C 0.73 0.10 -0.67
C 1.52 0.95 0.06
C 1.26 2.28 0.61
O 2.03 2.80 1.38
C -0.01 3.02 0.21
C -0.17 3.19 -1.31
C -1.41 4.01 -1.62
C -2.65 3.35 -1.02
C -2.49 3.22 0.50
C -1.26 2.39 0.83
C 2.78 0.26 0.24
C 3.97 0.59 0.87
C 5.00 -0.33 0.84
C 4.87 -1.56 0.20
C 3.69 -1.91 -0.44
C 2.65 -0.99 -0.42
N -0.39 -2.67 0.39
C -1.60 -2.81 1.16
C -2.26 -1.43 1.37
C -3.71 -1.55 1.86
C -4.49 -1.71 0.55
C -3.55 -1.10 -0.51
O -2.35 -0.73 0.15
H 1.54 -2.96 -1.75
H 0.50 -1.86 -2.67
H -0.30 0.20 -0.98
H 0.10 4.03 0.64
H -0.25 2.21 -1.79
H 0.72 3.68 -1.71
H -1.53 4.10 -2.70
H -1.30 5.01 -1.21
H -2.78 2.36 -1.45
H -3.54 3.95 -1.25
H -3.38 2.74 0.92
H -2.40 4.21 0.94
H -1.40 1.37 0.45
H -1.13 2.33 1.91
H 4.07 1.54 1.36
H 5.94 -0.09 1.33
H 5.69 -2.25 0.20
H 3.60 -2.86 -0.94
H 0.35 -2.15 0.82
H -2.27 -3.46 0.59
H -1.37 -3.27 2.13
H -1.63 -0.83 2.03
H -4.00 -0.64 2.37
H -3.84 -2.39 2.54
H -4.67 -2.76 0.33
H -5.44 -1.20 0.58
H -3.96 -0.19 -0.96
H -3.32 -1.82 -1.31
*
```

The calculation puts the HOMO energy at -8.24 eV. The LUMO energy is 0.656 eV. The calculation puts the molar mass at 368.48 g/mol. As for the HOMO-LUMO gap: 8.90 eV. The structure (SMILES) is O=C(Cn1cc(C(=O)C2CCCCC2)c2ccccc21)NC[C@@H]1CCCO1.

=====

--- iii ---
ORCA calculation (ωB97M-V/def2-TZVPD) on a single C22H28N2O3 molecule.

The geometry in ORCA input format:
```
! wB97M-V def2-TZVPD RIJCOSX def2/J DEFGRID3
* xyz 0 1
C 5.37 1.33 -2.47
C 3.92 0.95 -2.68
O 3.32 0.46 -1.48
C 3.53 -0.83 -1.17
O 4.18 -1.58 -1.86
C 2.85 -1.22 0.12
C 3.15 -0.25 1.27
C 2.31 -0.60 2.47
C 1.14 0.10 2.74
C 0.33 -0.27 3.80
C 0.68 -1.34 4.60
C 1.84 -2.04 4.34
C 2.65 -1.68 3.27
C 1.32 -1.33 -0.07
O 0.73 -2.37 0.16
N 0.75 -0.17 -0.47
C -0.61 0.14 -0.62
C -1.63 -0.73 -0.27
C -2.95 -0.36 -0.43
C -3.31 0.90 -0.94
N -4.62 1.27 -1.09
C -5.00 2.45 -1.82
C -5.10 3.69 -0.93
C -5.71 0.47 -0.57
C -6.19 -0.60 -1.56
C -2.26 1.77 -1.27
C -0.94 1.39 -1.12
H 5.45 2.07 -1.67
H 5.78 1.75 -3.38
H 5.95 0.45 -2.19
H 3.84 0.17 -3.45
H 3.32 1.81 -2.97
H 3.19 -2.23 0.38
H 4.21 -0.33 1.52
H 2.95 0.78 0.96
H 0.86 0.94 2.12
H -0.58 0.28 4.00
H 0.05 -1.63 5.42
H 2.12 -2.88 4.96
H 3.56 -2.23 3.07
H 1.39 0.58 -0.71
H -1.39 -1.71 0.12
H -3.70 -1.08 -0.16
H -4.29 2.63 -2.63
H -5.98 2.27 -2.29
H -4.15 3.89 -0.45
H -5.39 4.56 -1.51
H -5.84 3.53 -0.15
H -5.40 0.00 0.36
H -6.54 1.14 -0.34
H -7.00 -1.17 -1.13
H -6.54 -0.14 -2.48
H -5.37 -1.28 -1.81
H -2.46 2.76 -1.65
H -0.16 2.09 -1.39
*
```

The calculation puts the HOMO energy at -7.13 eV. The LUMO energy is 0.659 eV. The calculation puts the molar mass at 368.48 g/mol. As for the HOMO-LUMO gap: 7.79 eV. The structure (SMILES) is CCOC(=O)[C@@H](Cc1ccccc1)C(=O)Nc1ccc(N(CC)CC)cc1.

=====

Relative energy table, unit kJ/mol: i 596.0; ii 0.0; iii 21.8

=====

--- i ---
ORCA calculation (ωB97M-V/def2-TZVPD) on 4 unconnected molecules or ions with the total composition C3H6ClF.

The geometry in ORCA input format:
```
! wB97M-V def2-TZVPD RIJCOSX def2/J DEFGRID3
* xyz 0 1
C 0.68 0.98 0.52
C 0.26 -0.38 0.25
C -0.49 -0.88 -0.90
H 0.17 1.53 2.16
H 2.15 1.20 0.27
H -0.30 1.74 -0.41
H 1.09 -0.99 0.56
H -0.50 -0.61 1.19
H -0.04 -0.46 -1.81
F -0.92 -2.15 -0.99
Cl -2.10 0.03 -0.84
*
```

The calculation puts the HOMO energy at -10.11 eV. The LUMO energy is -0.294 eV. The calculation puts the molar mass at 96.53 g/mol. As for the HOMO-LUMO gap: 9.81 eV.

=====

--- ii ---
ORCA calculation (ωB97M-V/def2-TZVPD) on 2 unconnected molecules or ions with the total composition C3H6ClF.

The geometry in ORCA input format:
```
! wB97M-V def2-TZVPD RIJCOSX def2/J DEFGRID3
* xyz 0 1
C 0.40 -0.13 0.58
C 0.42 0.13 -0.91
C -1.12 -3.80 -1.45
F 0.07 -4.16 -1.78
Cl -1.15 -3.57 0.27
H -0.17 0.71 1.15
H 1.36 -0.22 1.06
H -0.09 -1.13 0.75
H 1.08 0.95 -1.11
H 0.55 -0.76 -1.40
H -0.56 0.52 -1.19
*
```

The calculation puts the HOMO energy at -10.43 eV. The LUMO energy is -0.602 eV. The calculation puts the molar mass at 96.53 g/mol. As for the HOMO-LUMO gap: 9.83 eV.

=====

Relative energy table, unit kJ/mol: i 395.4; ii 0.0

=====

--- i ---
ORCA calculation (ωB97M-V/def2-TZVPD) on a molecular structure, C2H5I2P.

The geometry in ORCA input format:
```
! wB97M-V def2-TZVPD RIJCOSX def2/J DEFGRID3
* xyz 0 1
C 1.32 -0.85 1.03
C 0.27 -1.01 -0.03
P 0.89 -1.88 -1.41
I 0.78 0.07 -3.23
I -0.99 -2.76 1.03
H 1.01 -0.51 2.08
H 2.24 -0.19 0.74
H 1.74 -1.80 1.14
H -0.47 -0.16 -0.20
H -0.20 -2.67 -1.85
*
```

The calculation puts the HOMO energy at -9.27 eV. The LUMO energy is -1.249 eV. The calculation puts the molar mass at 313.84 g/mol. As for the HOMO-LUMO gap: 8.02 eV.

=====

--- ii ---
ORCA calculation (ωB97M-V/def2-TZVPD) on a molecular structure, C2H5I2P.

The geometry in ORCA input format:
```
! wB97M-V def2-TZVPD RIJCOSX def2/J DEFGRID3
* xyz 0 1
C 0.67 0.04 0.02
C -0.71 0.13 0.90
P 0.54 -1.26 -1.17
I -2.35 0.73 -0.41
I -0.72 1.46 2.66
H 0.80 0.97 -0.63
H 1.47 -0.03 0.86
H -0.91 -0.80 1.46
H 1.63 -0.67 -1.83
H -0.43 -0.56 -1.87
*
```

The calculation puts the HOMO energy at -9.24 eV. The LUMO energy is -0.334 eV. The calculation puts the molar mass at 313.84 g/mol. As for the HOMO-LUMO gap: 8.91 eV.

=====

Relative energy table, unit kJ/mol: i 0.0; ii 64.2